Model A:
One molecule with the formula C4H10O, computed with ωB97M-V/def2-TZVPD.

Summary:
E_HOMO ... -9.8 eV
Molar mass ... 74.123 g mol⁻¹
Net charge ... 0

Each atom is followed by the atoms it is bonded to, with distances in Å.
Atoms and positions in Å:
1 C -1.20 -2.12 -0.33  C2 1.523, H5 1.091, H6 1.109, H7 1.071
2 C -1.02 -0.61 -0.43  C1 1.523, C3 1.474, H8 1.091, H9 1.082
3 C 0.23 -0.14 0.20  C2 1.474, H10 1.097, H11 1.143, O15 1.381
4 C 1.49 1.76 0.50  H12 1.104, H13 1.072, H14 1.110, O15 1.388
5 H -0.47 -2.63 -0.96  C1 1.091
6 H -1.08 -2.47 0.71  C1 1.109
7 H -2.15 -2.35 -0.77  C1 1.071
8 H -1.03 -0.22 -1.45  C2 1.091
9 H -1.83 -0.10 0.08  C2 1.082
10 H 0.17 -0.33 1.28  C3 1.097
11 H 1.19 -0.66 -0.13  C3 1.143
12 H 1.47 1.74 1.60  C4 1.104
13 H 1.46 2.80 0.22  C4 1.072
14 H 2.43 1.23 0.24  C4 1.110
15 O 0.35 1.21 -0.06  C3 1.381, C4 1.388

Atomic partial charges in e from the Mulliken method, atoms 1 to 4: -1.17, -0.32, -0.45, -0.73

Model B:
A 2-piece molecular cluster, C4H10O overall, computed with ωB97M-V/def2-TZVPD.

Summary:
E_HOMO ... -9.7 eV
Molar mass ... 74.123 g mol⁻¹
Net charge ... 0

Each atom is followed by the atoms it is bonded to, with distances in Å.
Atoms and positions in Å:
1 C 1.39 -0.77 -0.25  C2 1.507, H6 1.096, H7 1.094, H8 1.097
2 C 0.30 0.25 -0.41  C1 1.507, C3 1.507, C4 1.335
3 C -0.68 0.00 -1.52  C2 1.507, H10 1.097, H11 1.096, H12 1.094
4 C 0.21 1.32 0.38  C2 1.335, H13 1.088, H14 1.088
5 O -1.62 -0.54 2.19  H9 0.965, H15 0.963
6 H 0.97 -1.78 -0.20  C1 1.096
7 H 1.98 -0.60 0.66  C1 1.094
8 H 2.07 -0.75 -1.10  C1 1.097
9 H -1.27 -0.10 1.41  O5 0.965
10 H -0.20 0.11 -2.50  C3 1.097
11 H -1.07 -1.03 -1.48  C3 1.096
12 H -1.53 0.69 -1.48  C3 1.094
13 H -0.57 2.07 0.25  C4 1.088
14 H 0.94 1.51 1.17  C4 1.088
15 H -0.93 -0.38 2.85  O5 0.963

Atomic partial charges in e from the Mulliken method, atoms 1 to 4: -1.23, 0.87, -1.15, -1.01

Most stable: model B. Least stable: model A.

Model A:
A 2-piece molecular cluster, C4H10O overall, computed with ωB97M-V/def2-TZVPD.

Summary:
E_HOMO ... -9.7 eV
Molar mass ... 74.123 g mol⁻¹
Net charge ... 0

Each atom is followed by the atoms it is bonded to, with distances in Å.
Atoms and positions in Å:
1 C -0.85 0.21 1.27  C2 1.505, H6 1.097, H7 1.094, H8 1.097
2 C -0.47 -0.35 -0.07  C1 1.505, C3 1.505, C4 1.336
3 C -0.97 0.41 -1.27  C2 1.505, H10 1.097, H11 1.097, H12 1.094
4 C 0.27 -1.46 -0.20  C2 1.336, H13 1.088, H14 1.088
5 O 2.40 1.04 0.03  H9 0.968, H15 0.964
6 H -0.45 1.23 1.38  C1 1.097
7 H -0.47 -0.40 2.09  C1 1.094
8 H -1.94 0.28 1.37  C1 1.097
9 H 1.79 0.32 -0.19  O5 0.968
10 H -2.07 0.42 -1.28  C3 1.097
11 H -0.65 1.46 -1.22  C3 1.097
12 H -0.62 -0.02 -2.21  C3 1.094
13 H 0.54 -1.86 -1.17  C4 1.088
14 H 0.62 -2.01 0.68  C4 1.088
15 H 2.88 0.71 0.79  O5 0.964

Atomic partial charges in e from the Mulliken method, atoms 1 to 4: -1.16, 0.69, -1.15, -0.86

Model B:
A 2-piece molecular cluster, C4H10O overall, computed with ωB97M-V/def2-TZVPD.

Summary:
E_HOMO ... -9.1 eV
Molar mass ... 74.123 g mol⁻¹
Net charge ... 0

Each atom is followed by the atoms it is bonded to, with distances in Å.
Atoms and positions in Å:
1 C 1.75 0.63 1.73  C2 1.366, H5 1.096, H6 1.096
2 C 0.95 0.97 0.67  C1 1.366, C3 1.520, C4 1.550
3 C 0.00 0.00 0.00  C2 1.520, H7 1.103, H8 1.103, H9 1.103
4 C 0.92 2.48 0.32  C2 1.550, H10 1.103, H11 1.103, H12 1.103
5 H 2.36 1.42 2.17  C1 1.096
6 H 1.85 -0.38 2.14  C1 1.096
7 H -0.95 0.54 -0.17  C3 1.103
8 H -0.22 -0.94 0.54  C3 1.103
9 H 0.44 -0.25 -0.98  C3 1.103
10 H -0.04 2.84 0.75  C4 1.103
11 H 0.91 2.69 -0.77  C4 1.103
12 H 1.74 3.05 0.78  C4 1.103
13 O -4.31 -1.25 -2.08  H14 0.984, H15 0.984
14 H -4.34 -0.89 -2.99  O13 0.984
15 H -4.01 -0.50 -1.52  O13 0.984

Atomic partial charges in e from the Mulliken method, atoms 1 to 4: -0.96, 0.90, -1.01, -1.14

Model C:
One molecule with the formula C4H10O, computed with ωB97M-V/def2-TZVPD.

Summary:
E_HOMO ... -10.3 eV
Molar mass ... 74.123 g mol⁻¹
Net charge ... 0

Each atom is followed by the atoms it is bonded to, with distances in Å.
Atoms and positions in Å:
1 C 1.98 0.15 0.07  C2 1.528, H6 1.093, H7 1.097, H8 1.094
2 C 0.69 -0.66 -0.06  C1 1.528, C3 1.529, H9 1.098, H10 1.098
3 C -0.52 0.26 -0.22  C2 1.529, C4 1.526, O5 1.424, H11 1.104
4 C -1.87 -0.43 -0.06  C3 1.526, H12 1.095, H13 1.095, H14 1.097
5 O -0.39 1.28 0.77  C3 1.424, H15 0.963
6 H 1.92 0.82 0.93  C1 1.093
7 H 2.14 0.77 -0.82  C1 1.097
8 H 2.85 -0.50 0.19  C1 1.094
9 H 0.74 -1.34 -0.92  C2 1.098
10 H 0.55 -1.29 0.83  C2 1.098
11 H -0.47 0.71 -1.23  C3 1.104
12 H -2.09 -1.12 -0.88  C4 1.095
13 H -1.90 -0.99 0.89  C4 1.095
14 H -2.67 0.32 -0.02  C4 1.097
15 H -0.97 2.01 0.52  O5 0.963

Atomic partial charges in e from the Mulliken method, atoms 1 to 4: -1.13, -0.54, 0.36, -1.27

Most stable: model C. Least stable: model B.

Model A:
One molecule with the formula C6H7N3, computed with ωB97M-V/def2-TZVPD.

Summary:
E_HOMO ... -7.8 eV
Molar mass ... 121.143 g mol⁻¹
Net charge ... 0

Each atom is followed by the atoms it is bonded to, with distances in Å.
Atoms and positions in Å:
1 C 0.55 1.62 0.06  C2 1.358, C4 1.455, H10 1.091
2 C 1.89 1.73 0.28  C1 1.358, N7 1.363, H11 1.118
3 C 0.60 -0.87 -0.41  C4 1.329, N8 1.216
4 C 0.02 0.32 -0.29  C1 1.455, C3 1.329, N9 1.438
5 C 2.94 -0.52 0.51  N7 1.163
6 C -2.22 -0.81 0.25  N9 1.448, H12 1.048, H13 1.107, H14 1.128
7 N 2.63 0.60 0.46  C2 1.363, C5 1.163
8 N 0.54 -2.05 -0.13  C3 1.216, H15 1.007
9 N -1.41 0.17 -0.45  C4 1.438, C6 1.448, H16 0.987
10 H -0.05 2.53 0.00  C1 1.091
11 H 2.49 2.66 0.12  C2 1.118
12 H -2.30 -1.75 -0.19  C6 1.048
13 H -1.61 -1.03 1.15  C6 1.107
14 H -3.28 -0.44 0.41  C6 1.128
15 H 0.97 -2.84 -0.58  N8 1.007
16 H -1.76 0.68 -1.21  N9 0.987

Atomic partial charges in e from the Mulliken method, atoms 1 to 4: -0.43, -0.36, 0.51, -0.03

Model B:
One molecule with the formula C6H7N3, computed with ωB97M-V/def2-TZVPD.

Summary:
E_HOMO ... -8.3 eV
Molar mass ... 121.143 g mol⁻¹
Net charge ... 0

Each atom is followed by the atoms it is bonded to, with distances in Å.
Atoms and positions in Å:
1 C 0.55 0.14 -1.03  C2 1.529, C6 1.516, H9 1.088, N14 1.489
2 C 0.16 -1.34 -1.03  C1 1.529, C3 1.339, H10 1.128
3 C -0.32 -1.75 0.15  C2 1.339, C4 1.447, H11 1.091
4 C -0.39 -0.57 1.00  C3 1.447, C6 1.360, N15 1.378
5 C 0.10 1.55 1.29  C6 1.380, H13 1.070, N16 1.344
6 C 0.11 0.53 0.37  C1 1.516, C4 1.360, C5 1.380
7 H -0.03 1.90 -2.02  N14 1.033
8 H 0.31 0.56 -3.02  N14 1.023
9 H 1.63 0.14 -1.07  C1 1.088
10 H 0.47 -2.04 -1.85  C2 1.128
11 H -0.68 -2.74 0.43  C3 1.091
12 H -1.06 -0.76 3.05  N15 1.033
13 H 0.40 2.56 1.15  C5 1.070
14 N -0.12 0.88 -2.14  C1 1.489, H7 1.033, H8 1.023
15 N -0.69 -0.18 2.28  C4 1.378, H12 1.033, N16 1.347
16 N -0.43 1.13 2.46  C5 1.344, N15 1.347

Atomic partial charges in e from the Mulliken method, atoms 1 to 4: 0.70, -0.59, -0.74, 0.36

Most stable: model B. Least stable: model A.

Model A:
One molecule with the formula C4H6, computed with ωB97M-V/def2-TZVPD.

Summary:
E_HOMO ... -8.7 eV
Molar mass ... 54.092 g mol⁻¹
Net charge ... 0

Each atom is followed by the atoms it is bonded to, with distances in Å.
Atoms and positions in Å:
1 C -1.83 -0.12 0.06  C2 1.416, H5 1.081, H6 1.097
2 C -0.61 0.50 -0.29  C1 1.416, C3 1.448, H7 1.057
3 C 0.57 -0.34 -0.29  C2 1.448, C4 1.334, H8 1.082
4 C 1.79 0.10 0.02  C3 1.334, H9 1.133, H10 1.158
5 H -2.75 0.42 0.24  C1 1.081
6 H -2.04 -1.19 0.23  C1 1.097
7 H -0.47 1.55 -0.26  C2 1.057
8 H 0.48 -1.41 -0.40  C3 1.082
9 H 2.17 1.10 0.40  C4 1.133
10 H 2.68 -0.60 0.29  C4 1.158

Atomic partial charges in e from the Mulliken method, atoms 1 to 4: -0.72, -0.12, 0.04, -0.74

Model B:
One molecule with the formula C4H6, computed with ωB97M-V/def2-TZVPD.

Summary:
E_HOMO ... -9.3 eV
Molar mass ... 54.092 g mol⁻¹
Net charge ... 0

Each atom is followed by the atoms it is bonded to, with distances in Å.
Atoms and positions in Å:
1 C -1.04 -0.65 0.03  C2 1.342, C3 1.488, H5 1.018
2 C -1.09 0.69 0.00  C1 1.342, C4 1.692, H6 1.071
3 C 0.44 -0.74 0.01  C1 1.488, C4 1.555, H7 1.171, H8 1.171
4 C 0.60 0.81 0.00  C2 1.692, C3 1.555, H9 1.013, H10 1.169
5 H -1.75 -1.37 0.15  C1 1.018
6 H -1.74 1.53 -0.11  C2 1.071
7 H 0.87 -1.52 0.76  C3 1.171
8 H 0.76 -1.28 -0.98  C3 1.171
9 H 0.79 1.24 -0.89  C4 1.013
10 H 1.15 1.39 0.85  C4 1.169

Atomic partial charges in e from the Mulliken method, atoms 1 to 4: -0.54, -0.35, -0.28, -0.62

Model C:
A 2-piece molecular cluster, C4H6 overall, computed with ωB97M-V/def2-TZVPD.

Summary:
E_HOMO ... -9.0 eV
Molar mass ... 54.092 g mol⁻¹
Net charge ... 0

Each atom is followed by the atoms it is bonded to, with distances in Å.
Atoms and positions in Å:
1 C -2.86 0.92 0.17  C2 1.371, C3 1.426, H5 1.105
2 C -2.31 -0.32 0.35  C1 1.371, C3 1.368, H6 1.085
3 C -1.48 0.76 0.49  C1 1.426, C2 1.368
4 C 2.58 -0.25 -0.39  H7 1.098, H8 1.140, H9 1.037, H10 1.119
5 H -3.76 1.56 0.21  C1 1.105
6 H -2.40 -1.33 0.74  C2 1.085
7 H 1.50 -0.07 -0.40  C4 1.098
8 H 2.64 -1.25 0.16  C4 1.140
9 H 3.11 0.53 0.05  C4 1.037
10 H 2.96 -0.56 -1.39  C4 1.119

Atomic partial charges in e from the Mulliken method, atoms 1 to 4: -0.13, -0.08, -0.39, -0.78

Most stable: model A. Least stable: model C.

Model A:
One molecule with the formula C2H3NOS3, computed with ωB97M-V/def2-TZVPD.

Summary:
E_HOMO ... -9.1 eV
Molar mass ... 153.253 g mol⁻¹
Net charge ... 0

Each atom is followed by the atoms it is bonded to, with distances in Å.
Atoms and positions in Å:
1 C 0.56 -0.35 -0.26  C2 1.529, N6 1.341, S9 1.645
2 C -0.10 1.01 -0.48  C1 1.529, O7 1.195, S10 1.772
3 H -0.67 0.32 2.59  S8 1.361
4 H 0.72 -1.87 1.04  N6 1.035
5 H -0.32 0.31 -2.70  S10 1.330
6 N 0.20 -0.99 0.86  C1 1.341, H4 1.035, S8 1.717
7 O -0.16 1.79 0.43  C2 1.195
8 S -1.18 -0.71 1.85  H3 1.361, N6 1.717
9 S 1.74 -0.90 -1.26  C1 1.645
10 S -0.78 1.38 -2.07  C2 1.772, H5 1.330

Atomic partial charges in e from the Mulliken method, atoms 1 to 4: 0.25, 0.47, 0.17, 0.26

Model B:
One molecule with the formula C2H3NOS3, computed with ωB97M-V/def2-TZVPD.

Summary:
E_HOMO ... -9.1 eV
Molar mass ... 153.253 g mol⁻¹
Net charge ... 0

Each atom is followed by the atoms it is bonded to, with distances in Å.
Atoms and positions in Å:
1 C -0.12 -0.87 -0.55  C2 1.481, N6 1.410, O7 1.308
2 C 0.75 0.24 -0.12  C1 1.481, S9 1.819, S10 1.690
3 H -3.15 0.94 -0.35  S8 1.468
4 H -1.99 -1.77 -0.68  N6 1.074
5 H 2.40 0.84 1.19  S9 1.378
6 N -1.52 -0.84 -0.40  C1 1.410, H4 1.074, S8 1.734
7 O 0.55 -1.94 -0.88  C1 1.308
8 S -2.45 0.16 0.68  H3 1.468, N6 1.734
9 S 2.20 -0.45 0.74  C2 1.819, H5 1.378
10 S 0.58 1.86 -0.57  C2 1.690

Atomic partial charges in e from the Mulliken method, atoms 1 to 4: 0.51, 0.06, 0.18, 0.32

Most stable: model A. Least stable: model B.

Model A:
A 2-piece molecular cluster, CH2N2O3 overall, computed with ωB97M-V/def2-TZVPD.

Summary:
E_HOMO (spin up / spin down) ... -9.1 / -8.8 eV
Molar mass ... 90.038 g mol⁻¹
Net charge ... 0

Each atom is followed by the atoms it is bonded to, with distances in Å.
Atoms and positions in Å:
1 C 0.06 0.22 0.07  N3 1.304, H7 1.076, H8 1.073
2 N 2.28 -2.03 -0.53  O5 1.123
3 N 1.18 0.86 0.20  C1 1.304, O4 1.316, O6 1.229
4 O 2.16 0.57 -0.63  N3 1.316
5 O 2.85 -1.12 -0.83  N2 1.123
6 O 1.40 1.73 1.05  N3 1.229
7 H -0.04 -0.52 -0.70  C1 1.076
8 H -0.74 0.39 0.77  C1 1.073

Atomic partial charges in e from the Mulliken method, atoms 1 to 4: -0.49, 0.24, 0.68, -0.45

Model B:
A 2-piece molecular cluster, CH2N2O3 overall, computed with ωB97M-V/def2-TZVPD.

Summary:
E_HOMO ... -10.7 eV
Molar mass ... 90.038 g mol⁻¹
Net charge ... 0

Each atom is followed by the atoms it is bonded to, with distances in Å.
Atoms and positions in Å:
1 C -0.67 0.44 1.56  N2 1.174, O4 1.155
2 N -0.48 1.53 1.18  C1 1.174, H7 1.053
3 N 0.78 -0.30 -1.13  O5 1.192, O6 1.347
4 O -1.10 -0.57 1.92  C1 1.155
5 O -0.19 0.38 -1.22  N3 1.192
6 O 0.46 -1.60 -1.30  N3 1.347, H8 0.932
7 H 0.02 2.23 0.58  N2 1.053
8 H 1.19 -2.11 -1.60  O6 0.932

Atomic partial charges in e from the Mulliken method, atoms 1 to 4: 0.50, -0.39, 0.22, -0.43

Most stable: model B. Least stable: model A.